(1)
ORCA calculation (the ωB97M-V functional and the def2-TZVPD basis) on a structure of composition C39H45Br2IrN2O.

Each line ends with the Löwdin spin population.
Element x y z (Å)
Ir1 0.09639 0.05376 0.00766  0.1015
C1 0.35765 1.94588 0.99214  0.0000
C2 -0.86862 1.97287 0.23040  -0.0030
C3 -1.74754 0.98789 0.85601  -0.0015
C4 -0.96275 0.34104 1.85854  -0.0014
C5 0.31672 0.97974 2.01923  0.0089
C6 1.22217 0.83163 3.24260  0.0013
C7 1.54824 2.24352 3.74703  0.0005
C8 2.53353 0.08207 2.96494  -0.0002
C9 0.45613 0.07605 4.33340  0.0002
C10 -3.23870 0.60600 0.70496  -0.0002
C11 -4.16352 1.82125 0.55491  -0.0001
C12 -3.68749 -0.09413 2.00220  0.0000
C13 -3.49846 -0.35778 -0.45809  -0.0003
C14 -1.13493 3.06536 -0.80124  -0.0005
C15 -1.90381 2.55708 -2.02570  0.0000
C16 0.17566 3.66301 -1.33521  0.0000
C17 -1.86366 4.21976 -0.07819  -0.0005
H1 1.20514 2.57688 0.77937  -0.0002
H2 -1.34285 -0.40581 2.52968  -0.0002
H3 2.11292 2.81041 3.00488  0.0000
H4 2.15861 2.17981 4.64900  0.0001
H5 0.64052 2.79897 3.98921  0.0000
H6 3.28459 0.74078 2.52896  0.0000
H7 2.37866 -0.76612 2.29587  -0.0003
H8 2.94468 -0.29420 3.90238  0.0000
H9 -0.50573 0.54594 4.54681  0.0000
H10 1.04298 0.07877 5.25210  0.0000
H11 0.28366 -0.96643 4.05306  0.0002
H12 -4.17131 2.43016 1.46092  0.0000
H13 -5.17671 1.44504 0.40832  0.0000
H14 -3.93093 2.45846 -0.29018  0.0000
H15 -3.41973 0.48509 2.88774  0.0000
H16 -3.27348 -1.09941 2.10161  0.0000
H17 -4.77238 -0.19613 1.98416  0.0000
H18 -3.36187 0.11742 -1.42611  0.0000
H19 -4.52873 -0.71112 -0.38886  0.0000
H20 -2.83208 -1.21796 -0.43674  -0.0001
H21 -1.25860 1.93470 -2.64782  0.0000
H22 -2.21813 3.40966 -2.62924  0.0000
H23 -2.78490 1.96966 -1.78712  0.0000
H24 0.77785 2.92475 -1.86319  0.0000
H25 0.77596 4.12652 -0.55189  0.0000
H26 -0.07499 4.45112 -2.04689  0.0000
H27 -2.65372 3.88251 0.58283  0.0000
H28 -2.30066 4.90047 -0.81038  -0.0001
H29 -1.15411 4.79126 0.52321  0.0000
C18 3.32565 1.22980 -0.25104  -0.0007
C19 2.62456 1.07585 -1.55802  0.0001
C20 3.28905 1.48387 -2.73679  0.0006
C21 2.72942 1.28566 -3.96007  -0.0005
C22 1.47305 0.64814 -4.05520  0.0004
C23 0.79853 0.33522 -5.25552  -0.0004
Br1 1.55528 0.79519 -6.92412  0.0000
C24 -0.40379 -0.31487 -5.22060  0.0004
C25 -0.99214 -0.67239 -3.99981  -0.0001
Br2 -2.64893 -1.56408 -3.98556  -0.0002
C26 -0.38567 -0.38154 -2.79272  0.0019
O1 -0.89464 -0.67968 -1.63072  0.0131
C27 0.85673 0.28671 -2.84363  0.0013
N1 1.42447 0.52651 -1.61779  0.0108
H30 3.59503 2.27206 -0.06976  -0.0001
H31 4.25677 0.65821 -0.26709  0.0000
H32 2.71308 0.85699 0.55940  -0.0006
H33 4.26097 1.94827 -2.64010  0.0001
H34 3.23913 1.59746 -4.86159  0.0000
H35 -0.91602 -0.55701 -6.14119  0.0001
C28 -0.47349 -4.04654 3.68547  0.0223
C29 -1.43999 -3.47648 2.86598  -0.0014
C30 -1.06603 -2.77420 1.73108  0.0261
C31 0.27982 -2.65454 1.40375  0.0310
C32 1.24701 -3.26038 2.19807  0.0297
C33 0.86813 -3.93884 3.34716  -0.0020
N2 0.69254 -1.94480 0.23545  0.4673
C34 1.20940 -2.76448 -0.75435  0.0356
C35 0.65555 -4.04282 -0.97600  0.0871
C36 1.12565 -4.83544 -2.00288  -0.0073
C37 2.17909 -4.40311 -2.79999  0.1002
C38 2.76947 -3.16779 -2.55695  -0.0058
C39 2.28739 -2.35209 -1.55525  0.0803
H36 -0.76663 -4.58313 4.57743  0.0013
H37 -2.48979 -3.58589 3.10579  -0.0001
H38 -1.81086 -2.33834 1.07754  0.0000
H39 2.29049 -3.19167 1.91593  -0.0004
H40 1.62486 -4.39297 3.97267  -0.0002
H41 -0.17339 -4.37909 -0.36958  0.0025
H42 0.66715 -5.79750 -2.18664  -0.0020
H43 2.54770 -5.03275 -3.59835  0.0053
H44 3.61571 -2.84472 -3.14876  -0.0020
H45 2.77800 -1.41901 -1.33290  0.0023

Spin multiplicity: 2
E_tot in eV: -189121.0263
Net charge: +1
Strongest force on any atom in hartree/bohr: 0.01095
Frontier orbital gap (spin up / spin down) in eV: 7.45 / 5.54
⟨S²⟩: 0.78

=====

(2)
ORCA calculation (the ωB97M-V functional and the def2-TZVPD basis) on a cluster of 11 separate species, C39H45F5N6O15 in total at a distorted geometry.

Each line ends with the Mulliken charge.
Element x y z (Å)
O1 0.39958 -3.54250 2.58348  -0.5198
C1 -0.58592 -4.22067 2.39069  0.4265
O2 -1.17171 -4.47738 1.20877  0.1008
C2 -2.34643 -5.22720 1.40228  0.5741
C3 -2.05409 -5.77264 2.80495  0.1089
F1 -1.59220 -7.09978 2.77194  -0.3327
O3 -1.22791 -4.76533 3.32119  -0.3411
H1 -3.22600 -4.58556 1.34978  -0.6215
H2 -2.52424 -5.94595 0.60234  0.3466
H3 -3.01171 -5.81574 3.32380  0.4225
O4 -3.26512 5.05235 2.40561  -0.5414
C4 -2.91775 4.21324 1.62775  0.5495
O5 -3.30042 2.87548 1.57382  -0.4198
C5 -2.48604 2.15364 0.67711  0.5133
C6 -1.82538 3.23513 -0.17857  1.3477
F2 -2.44312 3.39292 -1.30263  -0.3405
O6 -1.98502 4.38803 0.62079  -0.3513
H4 -1.74442 1.52858 1.17450  -0.3971
H5 -3.13545 1.55519 0.03818  0.0839
H6 -0.75664 3.08819 -0.33443  -0.4524
O7 -3.86466 -0.76914 -3.19083  -0.4626
C7 -4.19071 0.34626 -3.49936  0.6535
O8 -4.76428 1.22259 -2.66592  -0.3242
C8 -4.99536 2.48211 -3.26188  -0.2868
C9 -4.06662 2.43577 -4.40228  0.2077
F3 -2.91204 2.89854 -4.00071  -0.1822
O9 -3.95445 1.03696 -4.62136  -0.3728
H7 -6.02796 2.68170 -3.54824  0.3182
H8 -4.71150 3.32099 -2.62642  0.1672
H9 -4.35323 3.03545 -5.26619  0.3099
O10 -2.31396 -6.89041 -3.24169  -0.5727
C10 -1.55846 -6.01676 -2.84128  0.4861
O11 -0.31395 -5.82745 -3.37762  -0.3576
C11 0.35199 -4.90161 -2.56734  -0.4955
C12 -0.77729 -4.04912 -2.06001  1.4315
F4 -1.02780 -3.19221 -3.09063  -0.3107
O12 -1.81729 -5.01522 -1.91189  -0.2990
H10 0.75865 -5.50570 -1.75629  0.3243
H11 1.16244 -4.30196 -2.98170  0.3529
H12 -0.49747 -3.48409 -1.17089  -0.5801
O13 3.05061 0.10436 2.82414  -0.4650
C13 2.70490 -0.03504 3.96050  0.6178
O14 3.42812 0.23396 5.00432  -0.4208
C14 2.66244 0.02502 6.23164  -0.5048
C15 1.51118 -0.73834 5.70840  0.3438
F5 0.54283 -0.07702 6.31372  -0.3097
O15 1.49110 -0.51420 4.29159  -0.3152
H13 3.30979 -0.62532 6.81995  0.2402
H14 2.48131 0.98872 6.70763  0.2740
H15 1.52874 -1.80415 5.93609  0.3722
C16 2.53389 4.69548 2.00804  -0.2247
C17 2.90636 6.03301 2.13717  -0.8358
C18 1.80474 6.71997 1.72460  -0.4401
N1 0.85765 5.85469 1.31321  0.1989
C19 1.30274 4.59107 1.42950  -0.5666
H16 3.20647 3.89423 2.27644  0.3600
H17 3.80374 6.49649 2.51967  0.3975
H18 1.66761 7.78951 1.66386  0.4099
H19 -0.00033 6.13040 0.85719  0.2255
H20 0.82876 3.71567 1.01067  0.4479
C20 3.60400 -3.72973 -0.76656  -0.7446
C21 3.99416 -2.88150 -1.84313  -0.9398
C22 3.09833 -1.80765 -1.74769  -0.2429
N2 2.13811 -2.10747 -0.71792  0.1704
C23 2.43752 -3.39250 -0.22108  -0.6144
H21 4.12898 -4.66359 -0.62977  0.3843
H22 4.83856 -2.97607 -2.50980  0.4381
H23 3.01130 -0.88557 -2.30320  0.3095
H24 1.36677 -1.49534 -0.49338  0.9889
H25 1.77973 -3.96089 0.41974  0.3521
C24 4.28070 1.14656 -0.19235  0.6951
C25 4.92962 2.13703 0.62812  -1.1411
C26 5.75838 2.82416 -0.27418  -0.7815
N3 5.76409 2.24493 -1.51073  0.0657
C27 4.93172 1.18940 -1.45504  -1.3131
H26 3.61841 0.41353 0.24404  0.7660
H27 4.90742 2.38711 1.67854  0.6505
H28 6.42943 3.66596 -0.18772  0.4400
H29 6.28676 2.52078 -2.32976  0.2147
H30 4.76545 0.51007 -2.27800  0.5602
C28 1.02499 4.15026 -3.13450  -0.9155
C29 1.92471 3.35769 -2.37681  0.1028
C30 2.15100 2.14873 -3.09380  -0.7474
N4 1.48364 2.31195 -4.31010  0.0213
C31 0.87823 3.53193 -4.36669  -0.6707
H31 0.67411 5.13570 -2.86584  0.4568
H32 2.28263 3.58303 -1.38307  0.7849
H33 2.77162 1.32059 -2.78493  0.2572
H34 1.53358 1.66002 -5.07991  0.2184
H35 0.32686 3.77440 -5.26312  0.4449
C32 -3.97433 -1.51593 1.24628  0.6347
C33 -4.62954 -2.18708 0.22684  -0.3513
C34 -5.40916 -3.07603 0.85536  -1.1265
N5 -5.36580 -2.95201 2.20154  0.0909
C35 -4.38896 -2.03508 2.48846  -1.4134
H36 -3.16139 -0.82043 1.09858  0.5723
H37 -4.56119 -1.99856 -0.83439  0.6081
H38 -6.24609 -3.56119 0.37519  0.4388
H39 -6.05629 -3.31233 2.84458  0.2025
H40 -4.17651 -1.83887 3.52901  0.4359
C36 0.11799 0.42763 -0.97575  -0.4305
C37 -0.72149 -0.58723 -0.73606  -0.2202
C38 -0.54689 -1.09683 0.49215  -1.7922
N6 0.48884 -0.36046 1.09475  1.2341
C39 0.80145 0.66062 0.24811  -0.3370
H41 0.21193 1.04253 -1.85864  0.4959
H42 -1.48272 -0.97466 -1.39698  0.6158
H43 -1.04572 -1.84243 1.09352  0.3793
H44 0.92655 -0.51391 1.99195  -0.5040
H45 1.54979 1.41351 0.44701  0.2876

E_tot in eV: -94409.9372
SMILES: O=C1OC[C@@H](F)O1.O=C1OC[C@@H](F)O1.O=C1OC[C@@H](F)O1.O=C1OC[C@@H](F)O1.O=C1OC[C@@H](F)O1.c1cc[nH]c1.c1cc[nH]c1.c1cc[nH]c1.c1cc[nH]c1.c1cc[nH]c1.c1cc[nH]c1
Net charge: 0
Strongest force on any atom in hartree/bohr: 0.11889
Frontier orbital gap in eV: 7.97